No. 1
101
Properties=species:S:1:pos:R:3 method="wB97M-V/def2-TZVPD" multiplicity=2 total_charge=+1
O 2.29 -3.89 6.53
C 2.71 -3.10 5.70
O 2.11 -1.87 5.31
C 2.80 -1.26 4.22
C 3.80 -2.33 3.70
C 3.84 -3.37 4.80
H 3.36 -0.38 4.51
H 2.05 -1.05 3.45
H 4.80 -1.98 3.46
H 3.45 -2.75 2.76
H 4.76 -3.31 5.38
H 3.64 -4.39 4.47
O -2.04 1.99 -0.17
C -1.06 1.37 0.22
O -0.61 0.36 -0.46
C 0.58 -0.14 0.18
C 0.35 0.18 1.65
C -0.40 1.47 1.54
H 1.49 0.33 -0.17
H 0.81 -1.20 0.02
H 1.32 0.33 2.12
H -0.17 -0.56 2.26
H 0.21 2.37 1.47
H -1.13 1.56 2.34
O 2.19 -4.31 1.48
C 1.02 -4.04 1.75
O 0.31 -3.16 1.05
C -1.08 -3.20 1.47
C -1.04 -3.88 2.86
C 0.27 -4.63 2.85
H -1.59 -3.82 0.74
H -1.47 -2.18 1.54
H -1.85 -4.61 2.96
H -1.21 -3.13 3.63
H 0.01 -5.67 2.64
H 0.84 -4.58 3.78
O 3.59 -1.41 0.40
S 4.43 -1.65 -0.75
O 5.13 -0.55 -1.43
O 5.51 -2.88 -0.40
C 5.00 -4.13 -0.06
C 6.23 -4.85 0.29
C 3.33 -2.54 -2.04
H 4.48 -4.66 -0.86
H 4.47 -4.04 0.89
H 6.01 -5.78 0.83
H 6.69 -4.36 1.15
H 6.83 -5.01 -0.60
H 2.58 -1.82 -2.36
H 2.70 -3.23 -1.47
H 4.01 -2.93 -2.79
O -3.22 4.62 -4.24
S -3.06 3.31 -4.90
O -4.10 2.80 -5.87
O -1.56 3.40 -5.64
C -1.11 2.34 -6.48
C -0.29 3.09 -7.57
C -2.65 2.03 -3.57
H -1.96 1.78 -6.87
H -0.38 1.74 -5.93
H 0.23 2.49 -8.32
H 0.52 3.72 -7.19
H -1.01 3.70 -8.12
H -3.13 1.07 -3.79
H -3.04 2.40 -2.61
H -1.57 1.97 -3.58
O -6.87 -0.45 -0.30
S -5.94 0.47 -0.99
O -4.72 -0.03 -1.68
O -6.85 1.26 -2.11
C -6.30 1.86 -3.29
C -7.50 2.50 -3.96
C -5.54 1.94 0.01
H -5.77 1.17 -3.95
H -5.54 2.60 -3.04
H -8.27 1.78 -4.22
H -7.15 2.96 -4.89
H -7.92 3.31 -3.37
H -5.42 1.57 1.03
H -6.48 2.45 -0.22
H -4.66 2.39 -0.45
C 0.43 4.39 4.40
Br 0.63 2.39 4.59
Br 0.24 4.81 2.45
Br 1.89 5.31 5.40
H -0.55 4.68 4.77
C 4.17 1.87 1.67
Br 5.84 2.85 1.26
Br 2.66 2.51 0.58
Br 3.75 2.11 3.54
H 4.31 0.81 1.46
C -4.14 2.73 5.07
Br -3.20 3.31 3.45
Br -5.96 3.54 5.12
Br -2.99 2.87 6.67
H -4.49 1.70 5.02
C 2.34 1.21 -4.55
Br 4.01 0.07 -4.23
Br 2.78 2.82 -5.60
Br 1.71 1.79 -2.75
H 1.51 0.71 -5.06

No. 2
19
Properties=species:S:1:pos:R:3 method="wB97M-V/def2-TZVPD" relative_energy_ev=2.486 total_charge=+1 smiles=CC1(C)S[N+]1(C)C
C 0.11 -0.87 0.24
C 1.51 -0.74 0.78
C 0.01 -1.72 -1.05
C -1.33 0.94 -0.88
C 0.07 1.69 0.96
N -0.61 0.40 0.28
S -1.26 -0.79 1.40
H 1.98 -1.68 0.78
H 1.39 -0.27 1.79
H 1.99 -0.19 0.04
H -0.89 -2.29 -1.27
H 0.71 -2.56 -0.88
H 0.15 -1.01 -1.88
H -1.61 1.98 -0.67
H -0.75 0.99 -1.78
H -2.23 0.30 -1.02
H -0.71 2.35 1.02
H 0.56 1.49 1.92
H 0.91 1.99 0.22

No. 3
54
Properties=species:S:1:pos:R:3 method="wB97M-V/def2-TZVPD" relative_energy_ev=4.538 total_charge=0 smiles=CCO.CCO.CO.CO.CO.CO.CO.CO
C 0.43 4.47 -1.97
C -0.27 5.46 -1.05
O -0.21 4.98 0.25
H 0.82 4.97 -2.86
H -0.25 3.75 -2.44
H 1.30 3.99 -1.53
H -1.31 5.58 -1.35
H 0.25 6.42 -1.04
H -0.72 4.17 0.31
C -1.15 -3.23 4.35
C -2.11 -2.19 4.89
O -1.92 -2.08 6.30
H -0.11 -2.92 4.49
H -1.32 -3.41 3.29
H -1.19 -4.17 4.89
H -3.14 -2.51 4.71
H -1.93 -1.27 4.34
H -2.81 -2.05 6.66
C -1.92 -3.92 -2.70
O -1.13 -4.19 -1.60
H -1.47 -4.46 -3.53
H -3.00 -4.09 -2.65
H -1.84 -2.86 -2.94
H -0.23 -3.88 -1.71
C 4.51 3.47 2.16
O 4.70 2.66 3.35
H 3.56 3.33 1.64
H 4.46 4.50 2.50
H 5.32 3.43 1.43
H 5.08 1.83 3.04
C -4.97 -2.00 0.70
O -5.23 -0.64 0.87
H -5.44 -2.38 -0.21
H -3.89 -2.18 0.74
H -5.45 -2.60 1.47
H -6.01 -0.36 0.38
C -0.79 0.57 0.13
O -1.77 1.41 0.74
H -1.00 0.34 -0.91
H 0.09 1.21 0.20
H -0.83 -0.37 0.69
H -2.61 0.95 0.67
C 3.18 0.13 -5.31
O 1.98 -0.42 -4.72
H 4.03 -0.53 -5.45
H 2.94 0.59 -6.27
H 3.54 0.95 -4.69
H 1.24 0.06 -5.12
C 3.28 -1.68 -0.56
O 2.62 -2.60 -1.42
H 3.52 -0.77 -1.11
H 2.58 -1.38 0.22
H 4.17 -2.12 -0.10
H 2.45 -2.03 -2.18

Calculated total energy across the listed records, respectively: -930384.168, -17696.201, -27329.222 eV.